No. 1
Formula: C29H52O25
Source: OMol25
Level of theory: ωB97M-V/def2-TZVPD

The geometry in XYZ format:
```
106
Properties=species:S:1:pos:R:3:forces:R:3
O -1.4785 -23.3948 -4.8648 0.3 -0.2 -0.6
C -1.4040 -22.9979 -3.7499 -0.2 0.1 0.3
O -2.4732 -22.9045 -2.9404 -0.1 0.2 -0.2
C -2.0283 -22.5045 -1.6622 -0.5 0.5 1.0
C -0.7038 -21.8113 -1.9381 -0.1 -1.7 -0.4
O -0.2977 -22.5655 -3.1169 0.3 0.5 -0.3
H -2.7325 -21.8089 -1.2065 -0.1 -0.1 -0.2
H -1.9920 -23.4088 -1.0482 0.4 0.1 0.1
H 0.0269 -22.0424 -1.1699 0.1 0.5 0.0
H -0.8105 -20.7612 -2.1926 0.1 0.1 0.1
O -2.4920 -25.8040 -2.2079 -0.1 -0.4 0.7
C -1.6542 -26.4060 -1.5988 -0.1 0.4 -0.9
O -0.3621 -26.0452 -1.6340 0.4 0.6 -0.2
C 0.4320 -27.1215 -1.1924 0.5 -0.3 0.5
C -0.5316 -27.9255 -0.3548 0.0 -0.4 0.2
O -1.8126 -27.5239 -0.8810 0.1 -0.4 0.2
H 0.7956 -27.7011 -2.0429 0.0 0.2 -0.1
H 1.2624 -26.7670 -0.5833 0.1 0.2 -0.3
H -0.4733 -27.7095 0.7117 -0.2 0.3 0.0
H -0.3370 -28.9905 -0.4671 -0.6 -0.1 -0.2
O -5.1174 -29.9208 1.7026 0.4 0.6 -1.2
C -5.2615 -29.0985 0.8333 -0.6 -0.7 1.2
O -6.3310 -28.2792 0.8225 -0.5 0.2 -0.2
C -6.1903 -27.3085 -0.1984 0.5 0.8 -0.7
C -4.8645 -27.6560 -0.9035 -0.4 0.1 0.5
O -4.4819 -28.8565 -0.2143 1.0 -0.3 -0.2
H -6.9941 -27.2848 -0.9344 -0.4 -0.3 0.4
H -6.1245 -26.3299 0.2771 -0.1 0.0 -0.1
H -4.1228 -26.8744 -0.7722 0.0 -0.2 0.2
H -4.9419 -27.8519 -1.9709 -0.2 -0.2 0.1
O -8.0083 -22.8204 -6.1343 0.3 0.1 0.3
C -6.8437 -23.0661 -6.0348 -0.9 -0.5 -0.4
O -6.2028 -23.9727 -6.7750 0.3 -0.9 -0.5
C -4.7821 -23.7339 -6.7128 -1.1 1.5 -0.5
C -4.6619 -22.9453 -5.4033 0.3 -0.5 -0.5
O -5.9998 -22.4595 -5.1983 0.8 0.6 0.4
H -4.1676 -24.6119 -6.8683 -0.2 -0.2 0.4
H -4.6722 -23.0524 -7.5623 0.8 -0.1 0.1
H -3.9784 -22.1156 -5.5611 0.0 0.1 0.3
H -4.3380 -23.5480 -4.5585 -0.1 0.0 0.0
O -5.8322 -23.7594 6.0245 0.3 -0.1 0.0
C -6.0676 -24.1415 4.9226 -0.6 -0.4 0.9
O -6.1701 -25.4472 4.5667 0.8 0.1 -0.4
C -6.6351 -25.5133 3.2087 -0.1 -0.5 0.1
C -6.4400 -24.1097 2.6991 -0.6 0.3 0.2
O -6.3936 -23.3449 3.9112 0.0 0.6 -0.8
H -6.0794 -26.1966 2.5673 0.2 -0.3 0.6
H -7.6664 -25.8577 3.3038 -0.1 0.2 -0.4
H -7.2962 -23.8002 2.1046 0.2 0.3 -0.1
H -5.5041 -23.9678 2.1667 0.0 -0.1 -0.1
O -2.8362 -19.0660 -0.9376 -0.3 0.2 -0.1
C -3.6126 -19.1314 -1.8418 0.0 -0.9 -0.2
O -4.7720 -18.4876 -1.9693 -0.1 0.7 0.3
C -5.2914 -18.6581 -3.2978 -0.1 0.0 0.4
C -4.5522 -19.8932 -3.7854 -1.1 -0.5 0.2
O -3.4668 -20.0033 -2.8745 1.0 0.5 -0.4
H -6.3609 -18.8282 -3.1978 0.0 0.1 -0.2
H -5.0866 -17.7462 -3.8574 0.0 -0.1 -0.1
H -4.2946 -19.8416 -4.8417 0.6 0.1 0.2
H -5.1482 -20.7969 -3.6368 0.0 0.4 -0.3
O -3.7534 -25.3136 1.4276 0.0 -0.5 0.2
C -2.7497 -25.0545 2.0186 -0.3 1.5 -0.4
O -2.6865 -24.2583 3.1064 -0.1 -0.8 0.0
C -1.3478 -24.2799 3.6088 0.0 1.1 0.3
C -0.5058 -24.8212 2.4651 -0.7 -0.6 0.0
O -1.5218 -25.3195 1.5707 0.7 -0.7 -0.4
H -1.1046 -23.2375 3.8129 0.1 -0.2 0.4
H -1.3109 -24.8971 4.5045 0.0 0.1 0.0
H 0.0823 -25.6722 2.8035 0.3 0.1 -0.2
H 0.0915 -24.0848 1.9342 0.0 0.0 0.1
C -9.5419 -24.5276 -2.2512 0.6 0.6 -0.4
C -9.7253 -24.1439 -0.8089 -0.4 -1.6 1.4
O -8.5755 -24.4813 0.0391 0.3 0.4 -0.7
H -9.2413 -25.5621 -2.4178 -0.1 -0.1 0.4
H -8.7637 -23.9195 -2.7137 -0.1 0.1 -0.1
H -10.4651 -24.3746 -2.8098 -0.1 0.1 0.1
H -10.4723 -24.8136 -0.3656 -0.6 0.5 -0.4
H -9.9886 -23.1096 -0.5987 0.0 0.0 -0.4
H -8.9249 -24.6469 0.9155 0.0 -0.1 0.1
C -5.3417 -22.3565 -2.0028 0.9 -0.7 0.2
C -5.4927 -23.6164 -1.1510 -0.4 0.2 0.1
O -6.4664 -24.5029 -1.7065 -0.2 0.0 0.4
H -4.6686 -22.6209 -2.8231 -0.5 0.3 0.0
H -4.8115 -21.5827 -1.4387 -0.2 -0.1 0.1
H -6.2743 -21.9352 -2.3696 -0.2 -0.3 0.1
H -5.7724 -23.3070 -0.1388 -0.1 -0.3 0.0
H -4.5772 -24.2124 -1.0917 0.3 0.5 0.0
H -7.1463 -24.6689 -1.0200 0.2 0.2 -0.4
C -9.2113 -20.4404 -1.5402 -0.1 -0.9 0.3
C -8.4051 -19.4557 -0.7136 0.1 0.4 -2.0
O -9.2577 -18.5059 -0.0977 0.2 -0.4 1.0
H -8.5925 -21.2322 -1.9756 0.2 0.3 -0.3
H -9.7558 -19.9216 -2.3278 0.0 -0.1 -0.1
H -9.9225 -21.0229 -0.9501 -0.2 0.5 0.2
H -7.7903 -18.9101 -1.4453 0.2 0.0 0.2
H -7.6659 -19.9507 -0.0845 -0.5 0.2 0.8
H -9.4514 -17.8082 -0.7247 0.0 0.0 -0.1
C -6.4437 -27.6349 -4.6517 1.3 -0.6 -0.1
C -5.8321 -26.2690 -4.8310 -0.6 1.2 0.3
O -6.8293 -25.3140 -4.4294 0.1 0.2 -0.5
H -5.7391 -28.3786 -5.0507 -0.2 -0.1 0.2
H -7.3801 -27.7729 -5.1840 -0.1 0.4 0.0
H -6.5807 -27.8186 -3.5855 -0.2 -0.1 -0.1
H -5.5268 -26.0564 -5.8624 -0.5 -0.3 0.0
H -4.9262 -26.0320 -4.2580 0.0 -0.8 0.3
H -6.6093 -24.9138 -3.5781 0.1 -0.2 0.2
```
Forces are in eV/Å.

Values from the calculation:
- structure (SMILES) = O=C1OCCO1.O=C1OCCO1.O=C1OCCO1.O=C1OCCO1.O=C1OCCO1.O=C1OCCO1.O=C1OCCO1.CCO.CCO.CCO.CCO

***

No. 2
Formula: C29H53BrHgN2O6S3SbSe
Source: OMol25
Level of theory: ωB97M-V/def2-TZVPD

The geometry in XYZ format:
```
97
Properties=species:S:1:pos:R:3:forces:R:3
Hg 0.6404 -0.2613 1.3189 0.1 -0.1 -0.1
C 0.3773 -3.3063 0.3262 0.0 0.0 0.0
C 1.2767 -4.3414 0.9987 0.0 0.0 0.0
S 2.5477 -3.6463 2.1008 0.0 0.0 0.0
C 2.1521 -4.4973 3.6507 0.0 0.0 0.0
C 0.8521 -4.0840 4.3243 0.0 0.0 0.0
S 0.9653 -2.4295 5.0425 0.0 0.0 0.0
C -0.6984 -2.3821 5.8401 0.0 0.0 0.0
C -1.8037 -2.5344 4.8815 0.0 0.0 0.0
S -0.5522 -2.2780 1.5026 0.0 0.0 0.0
H -0.3511 -3.8417 -0.2894 0.0 0.0 0.0
H 0.9438 -2.6680 -0.3501 0.0 0.0 0.0
H 1.7814 -4.9333 0.2302 0.0 0.0 0.0
H 0.6694 -5.0219 1.5993 0.0 0.0 0.0
H 3.0013 -4.2999 4.3086 0.0 0.0 0.0
H 2.1355 -5.5735 3.4572 0.0 0.0 0.0
H 0.6198 -4.7978 5.1227 0.0 0.0 0.0
H 0.0369 -4.0868 3.5988 0.0 0.0 0.0
H -0.7114 -3.1475 6.6202 0.0 0.0 0.0
H -0.7295 -1.3925 6.2983 0.0 0.0 0.0
H -2.0860 -1.6877 4.2753 0.0 0.0 0.0
H -2.1832 -3.5157 4.6304 0.0 0.0 0.0
C -3.3664 2.1404 -6.1964 0.0 0.0 0.0
C -3.5390 2.5015 -4.7204 0.0 0.0 0.0
C -3.2652 4.0050 -4.5666 0.0 0.0 0.0
C -4.9991 2.2227 -4.3338 0.0 0.0 0.0
C -2.5983 1.7063 -3.8184 0.0 0.0 0.0
C -2.6189 1.9044 -2.4390 0.0 0.0 0.0
C -1.7615 1.2133 -1.6189 0.0 0.0 0.0
Br -1.8727 1.5635 0.2527 0.0 0.0 0.0
C -0.7738 0.2670 -2.0563 0.0 0.0 0.0
O 0.0386 -0.2893 -1.2580 0.0 0.1 0.0
C -0.8204 0.0297 -3.4792 0.0 0.0 0.0
C -1.6898 0.7610 -4.2825 0.0 0.0 0.0
C 0.1052 -0.9659 -4.2038 0.0 0.0 0.0
C -0.7157 -1.8584 -5.1526 0.0 0.0 0.0
C 1.1344 -0.1796 -5.0309 0.0 0.0 0.0
C 0.8755 -1.9191 -3.2857 0.0 0.0 0.0
H -4.0572 2.7328 -6.8033 0.0 0.0 0.0
H -3.5782 1.0841 -6.3755 0.0 0.0 0.0
H -2.3509 2.3471 -6.5404 0.0 0.0 0.0
H -3.9428 4.5918 -5.1967 0.0 0.0 0.0
H -2.2368 4.2342 -4.8522 0.0 0.0 0.0
H -3.3992 4.3246 -3.5323 0.0 0.0 0.0
H -5.6860 2.8008 -4.9617 0.0 0.0 0.0
H -5.1869 2.4865 -3.2922 0.0 0.0 0.0
H -5.2268 1.1614 -4.4532 0.0 0.0 0.0
H -3.3064 2.6103 -1.9865 0.0 0.0 0.0
H -1.6463 0.5799 -5.3492 0.0 0.0 0.0
H -1.2341 -1.2906 -5.9266 0.0 0.0 0.0
H -1.4639 -2.4194 -4.5884 0.0 0.0 0.0
H -0.0542 -2.5734 -5.6518 0.0 0.0 0.0
H 0.6440 0.4561 -5.7724 0.0 0.0 0.0
H 1.8124 -0.8628 -5.5537 0.0 0.0 0.0
H 1.7302 0.4617 -4.3795 0.0 0.0 0.0
H 0.2020 -2.4854 -2.6421 0.0 0.0 0.0
H 1.5640 -1.3853 -2.6383 0.0 0.0 0.0
H 1.4414 -2.6200 -3.9108 0.0 0.0 0.0
C -3.5455 1.9732 3.5803 0.0 0.0 0.0
N -2.1650 2.3900 3.6119 0.0 0.0 0.0
C -1.8930 3.7249 3.1147 0.0 0.0 0.0
C -0.4140 3.9035 2.8564 0.0 0.0 0.0
C 0.3606 3.5135 4.0944 0.0 0.0 0.0
N -0.0281 2.1847 4.5430 0.0 0.0 -0.1
C 0.9693 1.4303 5.2780 0.0 0.0 0.0
C -1.2738 1.6683 4.3860 0.0 0.0 0.0
O -1.6122 0.5926 4.8895 0.0 0.0 0.0
H -4.1740 2.6265 4.2031 0.0 0.0 0.0
H -3.6153 0.9564 3.9531 0.0 0.0 0.0
H -3.9193 2.0095 2.5542 0.0 0.0 0.0
H -2.2568 4.4783 3.8340 0.0 0.0 0.0
H -2.4628 3.8571 2.1907 0.0 0.0 0.0
H -0.2003 4.9415 2.5940 0.0 0.0 0.0
H -0.0913 3.2699 2.0293 0.0 0.0 0.0
H 0.1862 4.2436 4.9023 0.0 0.0 0.0
H 1.4272 3.4957 3.8684 0.0 0.0 0.0
H 1.1500 1.8812 6.2625 0.0 0.0 0.0
H 1.9039 1.4001 4.7162 0.0 0.0 0.0
H 0.6140 0.4148 5.4143 0.0 0.0 0.0
C 3.8463 -2.9975 -1.2707 0.0 0.0 0.0
Sb 3.5371 -1.0554 -0.2970 0.0 0.0 0.0
C 4.2267 0.0382 -2.0104 0.0 0.0 0.0
C 5.4157 -1.2276 0.7150 0.0 0.0 0.0
H 4.8143 -2.9922 -1.7779 0.0 0.0 0.0
H 3.0625 -3.2037 -2.0011 0.0 0.0 0.0
H 3.8505 -3.7887 -0.5181 0.0 0.0 0.0
H 4.9189 -0.5685 -2.5971 0.0 0.0 0.0
H 4.7113 0.9382 -1.6385 0.0 0.0 0.0
H 3.3761 0.3252 -2.6281 0.0 0.0 0.0
H 6.2242 -1.3110 -0.0144 0.0 0.0 0.0
H 5.3906 -2.1228 1.3379 0.0 0.0 0.0
H 5.5450 -0.3471 1.3379 0.0 0.0 0.0
O 3.9933 1.6200 0.5953 0.0 0.0 0.0
Se 3.0853 1.7598 1.9432 0.0 0.0 0.0
O 1.4520 1.6504 1.4481 0.0 0.0 0.0
O 3.3251 0.5054 2.9520 0.0 0.0 0.0
O 3.2235 3.2117 2.6564 0.0 0.0 0.0
```
Forces are in eV/Å.

Values from the calculation:
- charge = -2
- 2S+1 = 2

***

Calculated values (eV) of HOMO-LUMO gap for the records, taken in order: 9.70, 6.06.
Calculated values (eV) of E_HOMO for the records, taken in order: -9.8, -2.0.
Calculated values (eV) of electronic energy for the records, taken in order: -82102.928, -224804.783.